[1]
Density functional theory data (the ωB97M-V functional and the def2-TZVPD basis) for a structure of composition C15H42N8O11PZn at a distorted geometry.

Results
- total charge = -1
- E_tot (eV) = -108382.7925
- LUMO level (eV) = 1.48
- HOMO energy (eV) = -0.1

Each line ends with the Mulliken charge.
Geometry (Å):
Zn1 0.0154 -1.4295 -1.1854  0.19
P1 1.1141 -0.6299 1.7687  0.57
O1 1.0354 -0.8127 0.1710  0.48
O2 0.5534 0.7015 2.3121  -0.49
O3 2.4776 -0.2947 2.3085  -0.78
O4 0.8918 -1.9619 2.5061  -1.17
C1 -2.1578 -2.5749 0.9584  -0.12
O5 -1.4327 -2.0365 0.0982  -0.32
N1 -1.7172 -3.0629 2.0846  -0.38
N2 -3.4879 -2.6610 0.8508  -0.42
H1 -2.3766 -3.1207 2.8474  0.19
H2 -0.7760 -2.8314 2.3688  0.29
H3 -4.0347 -3.1462 1.5478  0.17
H4 -3.8983 -2.4518 -0.0480  0.22
C2 1.7130 -1.0672 -3.7928  0.27
O6 1.2801 -1.0606 -2.6812  0.15
N3 2.0723 -2.0924 -4.4608  -0.31
N4 2.2166 0.0179 -4.2706  -0.54
H5 2.4610 -2.0483 -5.3920  0.22
H6 1.8562 -3.0389 -4.1825  0.04
H7 2.1840 0.8450 -3.6918  0.19
H8 2.4890 0.0618 -5.2421  0.21
C3 0.4618 -4.4729 -1.1732  0.26
O7 0.6354 -3.2736 -1.2345  0.00
N5 -0.0969 -4.9725 -0.1000  -0.36
N6 0.8150 -5.3119 -2.0728  -0.24
H9 -0.5862 -4.4122 0.5832  0.12
H10 -0.1608 -5.9764 -0.0090  0.19
H11 0.5278 -6.2643 -1.8981  0.13
H12 1.5251 -5.0744 -2.7506  0.23
C4 -1.1979 -3.3047 -3.7201  -0.74
O8 -1.2376 -2.1690 -2.8800  0.65
C5 -2.1444 -1.1939 -3.4034  -0.46
C6 -2.4167 -0.2554 -2.2435  -0.85
N7 -1.1830 0.2763 -1.6354  0.48
C7 -1.3676 0.9745 -0.3443  0.52
C8 -2.1975 2.2269 -0.3056  -0.93
O9 -2.3767 2.7542 0.9621  -0.26
C9 -3.2207 3.9389 0.8665  -0.78
H13 -1.4111 -3.0529 -4.7589  0.28
H14 -1.7430 -4.1653 -3.3322  0.26
H15 -0.1745 -3.6757 -3.7758  -0.09
H16 -3.1281 -1.5248 -3.7367  0.41
H17 -1.5773 -0.5634 -4.0881  0.37
H18 -2.9531 -0.8469 -1.5016  -0.04
H19 -3.0508 0.5863 -2.5222  0.56
H20 -0.9000 0.9918 -2.2896  0.29
H21 -0.4641 1.2062 0.2196  -0.70
H22 -1.8627 0.3116 0.3653  -0.63
H23 -3.1553 2.0576 -0.7976  0.70
H24 -1.7240 2.9495 -0.9701  0.37
H25 -3.9069 3.6854 0.0584  0.36
H26 -2.7065 4.8911 0.7359  0.23
H27 -3.6842 3.9858 1.8519  0.26
C10 3.3594 1.2202 5.5756  -1.06
O10 2.5483 1.7397 4.5063  -0.02
C11 1.6874 2.7394 5.0250  -0.78
C12 0.8720 3.4632 3.8502  -0.91
N8 1.7267 3.5534 2.6781  -0.17
C13 0.8961 3.9203 1.4865  0.09
C14 1.4962 3.3901 0.1492  -0.83
O11 2.0810 2.1358 0.3793  -0.15
C15 2.3922 1.5438 -0.8721  -0.77
H28 3.9300 0.3905 5.1584  0.28
H29 2.7440 0.6004 6.2277  0.40
H30 3.9899 1.8527 6.2004  0.33
H31 2.1388 3.5421 5.6082  0.37
H32 0.9041 2.3088 5.6487  0.29
H33 0.7152 4.4903 4.1799  0.66
H34 -0.1309 3.0615 3.7055  0.30
H35 2.2247 4.3282 3.0927  0.29
H36 0.6328 4.9777 1.5152  0.57
H37 -0.0696 3.4149 1.4774  -0.46
H38 2.1694 4.1317 -0.2809  0.49
H39 0.5994 3.2964 -0.4632  0.22
H40 2.6897 2.3779 -1.5077  0.55
H41 1.4731 1.1533 -1.3089  -0.30
H42 3.1135 0.7377 -1.0065  0.36

[2]
Density functional theory data (the ωB97M-V functional and the def2-TZVPD basis) for a structure of composition C13H30IN3O9P2 at a distorted geometry.

Results
- total charge = 0
- E_tot (eV) = -63546.2725
- LUMO level (eV) = -0.01
- HOMO energy (eV) = -9.4

Each line ends with the Mulliken charge.
Geometry (Å):
N1 2.3396 0.6714 0.8113  -0.20
C1 1.0401 1.2744 0.5406  -0.44
I1 1.0173 3.2813 1.3522  0.24
C2 0.7689 1.4163 -1.0070  -0.45
O1 1.5729 0.5862 -1.7730  -0.29
C3 2.8601 1.0937 -2.0614  -0.58
C4 3.9146 -0.0121 -2.1243  -1.03
C5 3.5347 -1.3405 -1.4655  -0.09
C6 3.8865 -2.5661 -2.3240  -0.89
C7 2.7330 -3.1916 -3.0650  0.51
O2 2.9167 -4.0304 -3.9371  -0.60
O3 1.4725 -2.8196 -2.6821  -0.37
P1 -0.9450 1.1169 -1.6579  0.61
O4 -1.0433 1.4780 -3.0885  -0.79
P2 -0.2480 0.3603 1.4910  0.62
O5 -1.5642 0.9881 1.5639  -0.60
O6 0.4051 0.1490 2.9382  -0.53
O7 -0.1957 -1.0635 0.8450  -0.22
H1 2.8990 1.2379 1.4240  0.31
H2 2.2494 -0.2650 1.1739  0.25
H3 0.9245 2.4514 -1.2935  0.76
H4 3.1420 1.8083 -1.2973  0.39
H5 2.8595 1.6464 -2.9962  0.43
H6 4.7988 0.3632 -1.6264  0.22
H7 4.2243 -0.1898 -3.1462  0.57
H8 2.4877 -1.4111 -1.2231  0.19
H9 4.0827 -1.4435 -0.5397  0.34
H10 4.2838 -3.3393 -1.6781  0.34
H11 4.6504 -2.3545 -3.0583  0.36
H12 1.0207 -2.3735 -3.4007  0.31
H13 -1.8195 1.8910 -0.8831  -0.03
H14 -1.1881 -0.2562 -1.4800  -0.04
H15 0.8464 0.9772 3.1604  0.37
H16 -1.0600 -1.4989 0.8476  0.28
C8 -0.4754 -5.3964 1.4213  -1.39
C9 -1.5267 -4.3171 1.3459  0.90
O8 -1.4222 -3.2713 1.9736  -0.69
N2 -2.6020 -4.5435 0.5513  -0.14
C10 -2.8885 -5.7114 -0.2636  -0.88
H17 0.3107 -5.0645 2.0911  0.30
H18 -0.9007 -6.3226 1.8085  0.40
H19 -0.0444 -5.5812 0.4371  0.38
H20 -3.2695 -3.7888 0.5502  0.23
H21 -2.9805 -5.4208 -1.3108  0.30
H22 -3.8285 -6.1643 0.0545  0.30
H23 -2.0983 -6.4474 -0.1740  0.33
C11 -3.2259 4.1505 2.3700  -1.07
C12 -2.7283 4.9129 1.1647  0.72
O9 -2.2724 4.3408 0.1918  -0.56
N3 -2.8015 6.2721 1.2020  -0.18
C13 -3.3085 7.1158 2.2682  -0.85
H24 -3.0917 3.0892 2.1818  0.11
H25 -2.6581 4.4238 3.2605  0.36
H26 -4.2842 4.3502 2.5434  0.39
H27 -2.4536 6.7157 0.3675  0.23
H28 -4.1422 7.7183 1.9036  0.29
H29 -2.5236 7.7885 2.6185  0.28
H30 -3.6514 6.5160 3.1033  0.32

[3]
Density functional theory data (the ωB97M-V functional and the def2-TZVPD basis) for a structure of composition C42H42F4HgN11O7S.

Results
- total charge = 0
- E_tot (eV) = -100838.4756
- LUMO level (alpha / beta) (eV) = -0.14 / -0.15
- HOMO energy (alpha / beta) (eV) = -4.6 / -7.7
- energy relative to the best compared isomer or geometry (same formula, charge and spin) (kcal per mole) = 0.00
- 2S+1 = 2

Each line ends with the Löwdin spin population.
Geometry (Å):
Hg1 -0.6427 -3.4042 -0.5788  0.00
C1 -2.2424 -0.8289 4.2651  0.00
N1 -1.4788 -1.7310 3.4116  0.00
C2 -1.5671 -1.9167 2.0962  0.00
N2 -0.7169 -2.8640 1.7298  0.00
C3 -0.1235 -3.2293 2.8938  0.00
N3 -0.5554 -2.5675 3.9397  0.00
C4 -1.9480 0.6476 4.0982  0.01
C5 -2.8620 1.5392 4.6803  0.16
C6 -2.5869 2.9087 4.6560  0.01
C7 -1.4624 3.4015 4.0380  0.11
C8 -0.5580 2.5182 3.3830  0.08
C9 -0.8201 1.1139 3.4650  0.10
C10 0.5534 2.9961 2.6859  0.18
N4 0.9841 4.2530 2.4121  0.14
N5 2.1537 4.1243 1.6974  -0.02
C11 2.3917 2.8657 1.5575  0.04
O1 1.4515 2.0834 2.1576  0.10
C12 3.4801 2.2114 0.8524  0.00
C13 4.4180 2.9574 0.1334  0.01
C14 5.4410 2.3172 -0.5360  0.00
C15 5.5566 0.9306 -0.4868  0.01
C16 4.6407 0.1826 0.2374  0.00
C17 4.8170 -1.3123 0.3629  0.00
N6 3.7611 -2.1014 -0.2491  0.00
C18 2.7120 -2.7048 0.3205  0.00
N7 2.0283 -3.3717 -0.5877  0.00
C19 2.7101 -3.1140 -1.7377  0.00
N8 3.7704 -2.3570 -1.5750  0.00
C20 3.5967 0.8236 0.8952  0.01
H1 -2.0103 -1.1457 5.2809  0.00
H2 -3.3031 -1.0164 4.0927  0.00
H3 -2.2479 -1.3976 1.4350  0.00
H4 0.6269 -3.9997 2.9629  0.00
H5 -3.7561 1.1669 5.1647  0.01
H6 -3.2703 3.5949 5.1431  0.00
H7 -1.2434 4.4632 4.0615  0.01
H8 -0.1202 0.4214 3.0142  0.01
H9 4.3288 4.0356 0.1137  0.00
H10 6.1610 2.8968 -1.0993  0.00
H11 6.3622 0.4323 -1.0120  0.00
H12 4.8570 -1.6014 1.4140  0.00
H13 5.7501 -1.6196 -0.1053  0.00
H14 2.4865 -2.6352 1.3734  0.00
H15 2.4012 -3.4843 -2.7026  0.00
H16 2.8659 0.2502 1.4535  0.00
C21 -1.8854 2.6408 -5.4089  0.00
C22 -0.4994 2.3897 -4.8366  0.00
N9 -0.5217 1.4575 -3.7101  0.00
C23 -0.2487 0.1497 -3.9324  0.00
C24 -0.2359 -0.8414 -2.9933  0.00
C25 0.1056 -2.2429 -3.4922  0.00
O2 0.6284 -2.3256 -4.6001  0.00
O3 -0.2028 -3.2532 -2.7621  0.00
C26 -0.4548 -0.4464 -1.6353  0.00
O4 -0.1888 -1.1007 -0.6192  0.00
C27 -0.9960 0.8941 -1.4500  0.00
C28 -1.5784 1.2098 -0.2274  0.00
C29 -1.9610 2.4844 0.0458  0.00
F1 -2.6597 2.6781 1.1825  0.00
C30 -1.6352 3.5409 -0.8318  0.00
C31 -1.2338 3.1913 -2.1130  0.00
C32 -0.9380 1.8606 -2.4472  0.00
N10 -1.5023 4.9179 -0.4325  0.00
C33 -1.9375 5.1473 0.9565  0.00
C34 -1.5416 6.5046 1.4871  0.00
N11 -0.0491 6.5710 1.4427  0.00
C35 0.3519 6.5565 0.0047  0.00
C36 -0.0600 5.2286 -0.5852  0.00
H17 -1.8290 3.3390 -6.2447  0.00
H18 -2.5534 3.0587 -4.6554  0.00
H19 -2.3222 1.7088 -5.7681  0.00
H20 -0.0319 3.3188 -4.5090  0.00
H21 0.1603 1.9619 -5.5893  0.00
H22 0.0186 -0.1180 -4.9472  0.00
H23 -1.7355 0.4343 0.5055  0.00
H24 -1.0801 3.9882 -2.8267  0.00
H25 -1.4933 4.4206 1.6388  0.00
H26 -3.0176 5.0403 1.0182  0.00
H27 -1.8587 6.5976 2.5239  0.00
H28 -1.9287 7.3390 0.9016  0.00
H29 0.3567 5.6928 1.9441  0.00
H30 0.3015 7.4009 1.9135  0.00
H31 1.4321 6.6697 -0.0549  0.00
H32 -0.1429 7.4034 -0.4717  0.00
H33 0.5489 4.4558 -0.1001  0.00
H34 0.2070 5.2257 -1.6384  0.00
F2 -5.4862 -4.2518 -0.9482  0.00
C37 -5.1904 -2.9606 -0.7746  0.00
F3 -5.6973 -2.2892 -1.8210  0.00
F4 -5.8517 -2.5445 0.3258  0.00
C38 -3.6689 -2.6829 -0.6119  0.00
O5 -3.3502 -1.4931 -0.6014  0.00
O6 -2.9555 -3.7116 -0.5042  0.00
O7 -0.2066 -5.7349 -0.2050  0.00
S1 0.6820 -6.3397 -1.2742  0.00
C39 -0.2751 -7.7698 -1.8863  0.00
C40 0.3979 -9.0503 -1.3945  0.00
C41 1.0782 -8.6960 -0.0751  0.00
C42 1.8322 -7.4076 -0.3703  0.00
H35 -0.3786 -7.6975 -2.9670  0.00
H36 -1.2502 -7.6101 -1.4241  0.00
H37 1.1504 -9.3785 -2.1156  0.00
H38 -0.3286 -9.8561 -1.2916  0.00
H39 1.7453 -9.4839 0.2747  0.00
H40 0.3322 -8.5136 0.7011  0.00
H41 2.6910 -7.5786 -1.0241  0.00
H42 2.1523 -6.8324 0.4969  0.00

[4]
Density functional theory data (the ωB97M-V functional and the def2-TZVPD basis) for a cluster of 2 separate species, C3H7NSi in total at a distorted geometry.

Results
- total charge = 0
- E_tot (eV) = -12585.9129
- LUMO level (eV) = 0.59
- HOMO energy (eV) = -8.7
- energy relative to the best compared isomer or geometry (same formula, charge and spin) (kcal per mole) = 133.89

Each line ends with the Mulliken charge.
Geometry (Å):
C1 -0.0523 -0.2431 1.5677  -0.28
C2 0.8365 -0.6944 0.9058  -0.32
C3 -2.9612 -0.0404 0.1691  -0.33
N1 -2.4903 0.6757 -0.9024  -0.19
Si1 1.5448 0.3731 -0.5909  0.60
H1 -0.8243 0.1981 2.2623  0.39
H2 -1.7900 1.3550 -0.9246  0.24
H3 -3.8524 -0.7193 -0.2701  0.10
H4 -2.6702 0.4773 -1.8574  0.20
H5 0.3601 1.2598 -0.8847  -0.21
H6 2.1552 -0.1152 -1.7374  -0.13
H7 2.3156 1.3907 0.2961  -0.07